#w
This record from OMol25 describes the molecule C3H6O. The level of theory is ωB97M-V/def2-TZVPD.

**Kohn-Sham gap**: 11.498 eV
**E_LUMO**: 1.21 eV
**Net charge**: 0

```
10
C3H6O, DFT ωB97M-V/def2-TZVPD
C 0.01 -0.21 1.25
C 0.28 0.48 -0.08
C -0.16 -0.09 -1.35
O -0.92 0.91 -0.71
H -0.55 0.42 1.97
H 0.92 -0.55 1.75
H -0.63 -1.08 1.05
H 1.20 0.99 -0.31
H 0.28 0.27 -2.28
H -0.43 -1.14 -1.30
```

***

#x
This record from OMol25 describes the molecule C3H6O. The level of theory is ωB97M-V/def2-TZVPD.

**Kohn-Sham gap**: 10.063 eV
**E_LUMO**: 0.98 eV
**Net charge**: 0

```
10
C3H6O, DFT ωB97M-V/def2-TZVPD
C -1.54 -0.14 -0.49
C -0.13 0.22 0.02
C 1.08 -0.36 0.29
O 2.31 0.33 0.30
H -2.23 -0.17 0.49
H -1.81 0.75 -1.01
H -1.46 -1.08 -1.25
H -0.14 1.31 0.10
H 1.21 -1.47 0.32
H 2.70 0.61 1.23
```

***

#y
This record from OMol25 describes the molecule C3H6O. The level of theory is ωB97M-V/def2-TZVPD.

**Kohn-Sham gap**: 10.961 eV
**E_LUMO**: 1.00 eV
**Net charge**: 0

```
10
C3H6O, DFT ωB97M-V/def2-TZVPD
C -1.50 -0.47 0.04
C -0.52 0.69 -0.07
C 0.94 0.43 0.07
O 1.44 -0.69 -0.03
H -1.11 -1.23 -0.69
H -1.60 -0.95 1.06
H -2.51 -0.17 -0.24
H -0.80 1.45 0.70
H -0.65 1.19 -1.03
H 1.58 1.34 0.24
```

***

Quick one: least stable of them? #x

***

#w
This record from OMol25 describes a structure of composition C3H6O. The level of theory is ωB97M-V/def2-TZVPD.

**Kohn-Sham gap**: 10.959 eV
**E_LUMO**: 1.16 eV
**Net charge**: 0

```
10
C3H6O, DFT ωB97M-V/def2-TZVPD
C 0.09 0.78 -0.23
C 0.98 -0.42 0.08
C -1.06 -0.26 0.07
H 0.16 1.73 0.42
H 0.10 1.15 -1.36
H 2.00 -0.66 -0.52
H 1.25 -0.47 1.23
H -1.41 -0.27 1.21
H -2.00 -0.26 -0.59
O -0.12 -1.32 -0.31
```

***

#x
This record from OMol25 describes a cluster of 2 separate species, C3H6O in total. The level of theory is ωB97M-V/def2-TZVPD.

**Kohn-Sham gap (alpha / beta)**: 7.058 / 10.743 eV
**E_LUMO (alpha / beta)**: -0.45 / 0.56 eV
**Net charge**: 0

```
10
C3H6O, DFT ωB97M-V/def2-TZVPD
C -0.11 0.19 -0.96
C 1.10 0.36 -0.05
C -0.17 -0.02 0.47
O -0.86 0.53 1.43
H -0.50 1.18 -1.27
H -0.37 -0.48 -1.81
H 1.88 -0.50 -0.19
H 1.30 1.42 0.21
H -0.56 -2.72 0.80
H -1.71 0.04 1.38
```

***

#y
This record from OMol25 describes a cluster of 2 separate species, C3H6O in total. The level of theory is ωB97M-V/def2-TZVPD.

**Kohn-Sham gap**: 10.698 eV
**E_LUMO**: 0.75 eV
**Net charge**: 0

```
10
C3H6O, DFT ωB97M-V/def2-TZVPD
C 2.06 -0.48 -0.94
C 0.75 -0.52 -0.79
H 2.72 -1.25 -1.31
H 2.58 0.41 -0.59
H 0.11 -1.31 -1.17
H 0.27 0.17 -0.10
C -2.13 0.71 1.24
O -2.27 0.72 0.05
H -2.60 1.53 1.82
H -1.49 0.01 1.80
```

***

Quick one: least stable of them? #x

***

#w
This record from OMol25 describes the molecule C3H6O. The level of theory is ωB97M-V/def2-TZVPD.

**Kohn-Sham gap**: 11.136 eV
**E_LUMO**: 1.21 eV
**Net charge**: 0

```
10
C3H6O, DFT ωB97M-V/def2-TZVPD
C -0.19 -0.16 -1.24
C 0.71 -0.09 0.39
C -0.07 -0.16 1.65
O 0.61 -1.19 1.16
H -1.05 -0.73 -1.29
H 0.50 -0.47 -2.00
H -0.43 0.90 -1.37
H 1.55 0.48 0.33
H 0.27 0.29 2.51
H -1.21 -0.26 1.55
```

***

#x
This record from OMol25 describes the molecule C3H6O. The level of theory is ωB97M-V/def2-TZVPD.

**Kohn-Sham gap**: 10.040 eV
**E_LUMO**: 1.09 eV
**Net charge**: 0

```
10
C3H6O, DFT ωB97M-V/def2-TZVPD
C 0.76 1.55 0.84
C 0.59 0.34 0.31
O -0.65 -0.18 -0.09
C -0.67 -1.43 -0.84
H 1.76 1.97 0.92
H -0.05 2.35 1.01
H 1.48 -0.31 0.21
H -1.56 -1.32 -1.55
H 0.34 -1.60 -1.57
H -0.87 -2.36 -0.12
```

***

#y
This record from OMol25 describes the molecule C3H6O. The level of theory is ωB97M-V/def2-TZVPD.

**Kohn-Sham gap**: 8.554 eV
**E_LUMO**: 0.35 eV
**Net charge**: 0

```
10
C3H6O, DFT ωB97M-V/def2-TZVPD
C -1.44 0.17 0.25
C -0.49 -0.93 -0.11
C 1.49 -0.05 -0.27
O 0.65 -0.76 0.62
H -2.26 -0.32 0.81
H -1.90 0.53 -0.68
H -1.02 0.99 0.84
H 1.15 -0.21 -1.30
H 2.51 -0.42 -0.18
H 1.45 1.02 -0.05
```

***

#z
This record from OMol25 describes the molecule C3H6O. The level of theory is ωB97M-V/def2-TZVPD.

**Kohn-Sham gap**: 10.258 eV
**E_LUMO**: 0.82 eV
**Net charge**: 0

```
10
C3H6O, DFT ωB97M-V/def2-TZVPD
C 0.37 1.40 -0.38
C 0.17 0.62 0.72
C -0.38 -0.72 0.58
O -0.02 -1.02 -0.84
H 0.80 2.40 -0.26
H -0.14 1.16 -1.44
H 0.77 0.89 1.85
H -1.48 -0.69 0.79
H -0.04 -1.50 1.30
H -0.71 -1.86 -1.03
```

***

Quick one: least stable of them? #y

***

#w
This record from OMol25 describes a cluster of 2 separate species, C3H6O in total. The level of theory is ωB97M-V/def2-TZVPD.

**Kohn-Sham gap**: 9.371 eV
**E_LUMO**: 0.81 eV
**Net charge**: 0

```
10
C3H6O, DFT ωB97M-V/def2-TZVPD
C 0.04 -0.76 0.38
C -0.46 -0.34 -1.00
O 0.58 0.66 -1.02
C 1.07 0.37 0.19
H 0.60 -1.70 0.41
H -0.67 -0.74 1.21
H -0.34 -1.04 -1.82
H -1.45 0.13 -1.03
H 0.67 1.60 1.24
H -0.04 1.81 1.44
```

***

#x
This record from OMol25 describes a cluster of 2 separate species, C3H6O in total. The level of theory is ωB97M-V/def2-TZVPD.

**Kohn-Sham gap**: 10.738 eV
**E_LUMO**: 1.04 eV
**Net charge**: 0

```
10
C3H6O, DFT ωB97M-V/def2-TZVPD
C -0.66 0.56 -0.68
C 0.18 -0.62 -0.88
C -0.31 -0.26 0.45
O 1.16 0.54 1.42
H -0.16 1.40 -0.87
H -1.69 0.46 -0.82
H 0.04 -1.56 -1.34
H 1.21 -0.59 -1.03
H -0.65 -0.61 1.43
H 0.90 0.68 2.32
```

***

#y
This record from OMol25 describes a structure of composition C3H6O. The level of theory is ωB97M-V/def2-TZVPD.

**Kohn-Sham gap**: 9.595 eV
**E_LUMO**: 1.01 eV
**Net charge**: 0

```
10
C3H6O, DFT ωB97M-V/def2-TZVPD
C 1.24 -0.02 0.36
C -0.13 0.32 -0.20
C -1.66 -0.58 -0.07
O -1.10 0.43 0.78
H 1.55 0.81 1.01
H 1.99 -0.15 -0.42
H 1.19 -0.92 0.97
H -0.16 1.12 -0.95
H -2.25 -0.05 -0.85
H -0.54 -0.87 -0.66
```

***

Quick one: least stable of them? #w

***

#w
This record from OMol25 describes a cluster of 2 separate species, C3H8S in total. The level of theory is ωB97M-V/def2-TZVPD.

**Kohn-Sham gap**: 10.022 eV
**E_LUMO**: 1.04 eV
**Net charge**: 0

```
12
C3H8S, DFT ωB97M-V/def2-TZVPD
C -0.09 -2.95 0.07
C -1.26 -2.23 0.17
H 0.74 -2.38 0.51
H 0.03 -4.04 -0.09
H -1.41 -1.43 1.01
H -2.07 -2.69 -0.41
C 0.86 3.04 -0.31
S 0.86 1.27 -0.11
H 1.21 3.30 -1.32
H 1.59 3.47 0.42
H -0.05 3.61 -0.25
H -0.41 1.02 0.30
```

***

#x
This record from OMol25 describes a cluster of 4 separate species, C3H8S in total. The level of theory is ωB97M-V/def2-TZVPD.

**Kohn-Sham gap**: 8.562 eV
**E_LUMO**: 0.23 eV
**Net charge**: 0

```
12
C3H8S, DFT ωB97M-V/def2-TZVPD
C -1.25 0.10 -0.49
C -0.45 -0.74 0.49
C 1.75 0.49 -0.06
H -0.82 1.16 -0.96
H -2.12 0.51 0.27
H -1.73 -1.12 -1.22
H -1.20 -1.46 0.60
H -0.34 -0.31 1.49
H 2.44 0.54 1.25
H 0.30 1.35 0.10
H 2.42 0.57 -1.16
S 0.99 -1.10 -0.31
```

***

Quick one: least stable of them? #x

***

#w
This record from OMol25 describes a cluster of 2 separate species, C3H8S in total. The level of theory is ωB97M-V/def2-TZVPD.

**Kohn-Sham gap**: 7.767 eV
**E_LUMO**: -1.42 eV
**Net charge**: 0

```
12
C3H8S, DFT ωB97M-V/def2-TZVPD
C 1.27 -0.37 -0.49
C 0.01 0.52 -0.68
C -1.02 0.46 0.43
S -1.59 -1.26 0.73
H 2.02 -0.08 -1.27
H 1.52 -0.37 0.54
H 1.02 -1.46 -0.61
H -0.43 0.07 -1.68
H 0.26 1.66 -0.96
H -0.77 0.98 1.43
H -1.94 1.01 0.09
H -0.35 -1.18 2.46
```

***

#x
This record from OMol25 describes a cluster of 2 separate species, C3H8S in total. The level of theory is ωB97M-V/def2-TZVPD.

**Kohn-Sham gap**: 10.347 eV
**E_LUMO**: 0.75 eV
**Net charge**: 0

```
12
C3H8S, DFT ωB97M-V/def2-TZVPD
C 0.85 -0.62 -1.71
C -0.32 0.01 -1.87
C -1.19 0.29 -0.63
H 1.51 -0.56 -2.51
H 1.19 -0.79 -0.68
H -0.56 0.76 -2.62
H -2.30 0.59 -0.91
H -0.67 1.11 0.03
H -1.35 -0.79 -0.10
S 1.58 0.04 3.33
H 0.25 -0.56 3.16
H 1.01 0.52 4.51
```

***

Quick one: least stable of them? #w

***

#w
This record from OMol25 describes the molecule C6H10O4. The level of theory is ωB97M-V/def2-TZVPD.

**Kohn-Sham gap**: 9.905 eV
**E_LUMO**: 0.45 eV
**Net charge**: 0

```
20
C6H10O4, DFT ωB97M-V/def2-TZVPD
O 0.72 1.93 -0.64
C 0.75 0.57 -0.76
C -0.65 0.09 -1.00
O -0.63 -1.30 -1.31
C -1.54 0.39 0.17
O -2.72 -0.38 0.06
C -0.84 0.27 1.49
C 0.39 -0.22 1.57
C 1.43 -0.18 0.41
O 1.71 -1.58 0.12
H 1.62 2.27 -0.53
H 1.35 0.27 -1.65
H -1.03 0.55 -1.86
H -0.11 -1.87 -0.81
H -1.74 1.41 0.00
H -2.48 -1.31 -0.14
H -1.33 0.80 2.29
H 0.72 -0.60 2.55
H 2.36 0.41 0.86
H 2.00 -1.50 -0.80
```

***

#x
This record from OMol25 describes the molecule C6H10O4. The level of theory is ωB97M-V/def2-TZVPD.

**Kohn-Sham gap**: 10.259 eV
**E_LUMO**: 0.65 eV
**Net charge**: 0

```
20
C6H10O4, DFT ωB97M-V/def2-TZVPD
O -2.69 0.10 -0.59
C -1.51 0.12 0.23
C -0.45 1.29 -0.09
O 0.27 2.29 0.51
C 0.88 0.98 0.43
C 1.48 0.03 -0.70
O 2.70 -0.38 -0.18
C 0.36 -1.14 -1.00
C -0.71 -1.14 0.02
O -0.17 -1.66 1.34
H -2.57 0.27 -1.47
H -1.91 0.50 1.24
H -0.59 1.59 -1.24
H 0.83 0.43 1.39
H 1.84 0.40 -1.56
H 2.50 -0.32 1.01
H 0.95 -2.13 -0.95
H 0.20 -1.04 -2.10
H -1.53 -1.89 -0.24
H -0.93 -1.40 2.03
```

***

Quick one: least stable of them? #x

***

#w
This record from OMol25 describes a structure of composition C3H5FO2. The level of theory is ωB97M-V/def2-TZVPD.

**Kohn-Sham gap**: 11.910 eV
**E_LUMO**: 0.97 eV
**Net charge**: 0

```
11
C3H5FO2, DFT ωB97M-V/def2-TZVPD
C 0.02 0.86 0.26
C 0.89 0.38 -0.91
C -0.49 -0.58 0.24
O 0.36 -0.94 -0.74
O -0.49 -1.38 1.36
F -1.78 -0.52 -0.24
H 0.67 1.20 1.17
H -0.71 1.78 0.15
H 0.63 0.77 -1.84
H 2.02 0.53 -0.75
H -1.12 -2.09 1.29
```

***

#x
This record from OMol25 describes a cluster of 2 separate species, C3H5FO2 in total. The level of theory is ωB97M-V/def2-TZVPD.

**Kohn-Sham gap**: 8.819 eV
**E_LUMO**: 0.46 eV
**Net charge**: 0

```
11
C3H5FO2, DFT ωB97M-V/def2-TZVPD
C 0.51 -1.29 -1.04
C -0.38 -0.29 -0.98
C -0.42 0.94 1.05
O 0.34 0.25 1.92
O -1.71 0.85 1.38
F -1.09 0.24 -1.98
H 0.80 -1.82 -2.02
H 1.22 -1.56 -0.21
H 0.07 1.89 0.75
H -0.37 -0.36 2.07
H -2.05 1.74 1.16
```

***

Quick one: least stable of them? #x